1.
Formula: C5H10N2S2
Source: OMol25
Level of theory: ωB97M-V with the def2-TZVPD basis set

Geometry as XYZ:
```
19
Properties=species:S:1:pos:R:3:forces:R:3
C -0.0077 -0.8694 -1.8499 -0.757 -0.479 -1.831
C -0.2367 0.5834 -2.1075 -0.099 -0.628 -0.664
C 0.6428 0.6116 0.4556 -0.759 1.877 0.476
C 0.7391 1.5356 1.7782 -0.098 -4.238 -1.056
C -1.2110 -0.9892 1.1438 1.126 3.001 3.367
N 0.1956 -1.5000 -0.6157 0.540 0.065 1.348
N 0.1185 -0.7443 0.6139 0.404 0.167 -1.738
S 1.3502 -0.0375 -2.7734 0.189 0.189 -0.184
S -0.3342 1.7088 -0.8202 0.340 0.166 2.240
H -0.6050 -1.4884 -2.5441 0.485 0.165 0.392
H -0.9567 0.9192 -2.8687 0.323 -0.774 0.123
H 1.5862 0.6393 -0.0439 0.682 -0.837 -0.162
H -0.3116 1.4053 2.0474 0.319 0.975 1.119
H 1.0721 2.5121 1.5185 -0.027 0.708 -0.113
H 1.4772 0.9966 2.4709 -1.297 0.950 -0.702
H -1.0281 -0.6472 2.2633 -1.271 -0.543 -1.937
H -2.0469 -0.4516 0.6705 0.320 0.045 0.048
H -1.4099 -2.0168 1.1892 -0.066 -1.400 -0.171
H 0.9661 -2.1675 -0.5278 -0.352 0.592 -0.556
```
Positions in Å, forces in eV/Å.

Values from the calculation:
* SMILES: C[C@@H]1S[C@H]2S[C@H]2NN1C
* orbital gap: 9.29 eV

2.
Formula: C3H7BrO2
Source: OMol25
Level of theory: ωB97M-V with the def2-TZVPD basis set

Geometry as XYZ:
```
13
Properties=species:S:1:pos:R:3:forces:R:3
C -0.2685 1.0377 -0.4078 -0.300 -2.176 -1.437
C 0.0886 0.2905 0.8986 0.727 0.049 -1.290
C 0.1754 -1.1764 0.4983 -0.957 -0.004 0.940
O 1.3510 -1.5037 -0.0067 0.646 -3.058 -2.402
O -0.8620 -1.5233 -0.3694 -0.708 -1.062 0.397
Br -0.1682 -2.2220 2.2973 0.094 -0.087 -0.410
H -1.3318 0.8530 -0.5796 0.183 0.114 -0.276
H 0.2775 0.7535 -1.3861 -0.605 -0.211 1.837
H -0.1369 2.0531 -0.3970 0.363 2.668 0.680
H 0.9894 0.7080 1.3920 -0.393 -0.717 -0.303
H -0.7235 0.2688 1.5937 -0.536 0.763 0.373
H 1.2383 -2.3807 -0.5967 0.285 2.860 2.015
H -1.5627 -2.1011 0.0287 1.201 0.863 -0.125
```
Positions in Å, forces in eV/Å.

Values from the calculation:
* SMILES: CCC(O)(O)Br
* orbital gap: 10.68 eV

3.
Formula: C5H10O
Source: OMol25
Level of theory: ωB97M-V with the def2-TZVPD basis set

Geometry as XYZ:
```
16
Properties=species:S:1:pos:R:3:forces:R:3
O 1.3482 -0.8862 1.7071 0.232 0.178 0.141
C 0.7049 -0.2428 0.6461 -0.061 0.245 -0.383
C -0.4606 0.6756 0.9698 0.088 -0.145 -0.065
C -0.9631 0.9054 -0.4794 0.397 -0.239 -0.589
C -0.0378 -0.0421 -1.4489 -0.821 0.114 -0.042
C 0.2087 -1.1802 -0.4492 -0.056 0.045 -0.018
H 1.6294 -0.2075 2.3316 0.012 -0.153 0.021
H 1.3069 0.4434 -0.0092 0.891 -0.501 1.470
H -1.1905 0.1817 1.6258 0.039 0.066 -0.273
H -0.1209 1.5836 1.4910 -0.100 -0.147 -0.290
H -1.0718 1.9692 -0.7279 0.286 -0.351 -0.209
H -1.9616 0.4545 -0.5689 0.242 0.198 -0.117
H -0.6166 -0.2252 -2.3437 -0.323 -0.528 -0.095
H 0.9772 0.1959 -1.8414 -0.825 0.895 0.478
H -0.7273 -1.6988 -0.2115 0.158 0.036 0.217
H 0.9749 -1.9266 -0.6912 -0.159 0.288 -0.249
```
Positions in Å, forces in eV/Å.

Values from the calculation:
* SMILES: OC1CCCC1
* orbital gap: 10.89 eV

Computed M (g/mol) in order:
162.28; 154.99; 86.13
Computed electronic energy (eV) in order:
-29995.1459; -77361.4932; -7393.6295
Computed HOMO level (eV) in order:
-8.489; -10.104; -9.910